1.
The following is a quantum chemistry calculation of 8 unconnected molecules or ions with the total composition C7H24BrN7O15PS, from the Open Molecules 2025 dataset.

```
! RIJCOSX wB97M-V def2-TZVPD def2/J DEFGRID3
* xyz 1 1
O 2.60024 -3.97722 2.32062
P 1.78780 -2.96055 1.11462
S -0.33991 -3.14738 1.30003
Br 2.43333 -0.83068 1.72540
H 3.34900 -4.41383 1.78220
H -0.60837 -4.50595 1.55676
H -0.87194 -2.29922 2.28803
C 1.47900 -4.82221 -3.20112
N 1.13498 -4.14672 -1.92092
O 0.87533 -2.93876 -1.97024
O 1.13517 -4.84822 -0.90263
H 1.43974 -4.08882 -4.00934
H 2.48702 -5.22935 -3.09844
H 0.74521 -5.61446 -3.36335
C -0.32462 0.07390 -1.95560
N -0.65788 0.86655 -3.16977
O -0.17127 0.49039 -4.24250
O -1.39868 1.84392 -3.01174
H 0.33112 -0.75134 -2.24129
H 0.17939 0.74186 -1.25402
H -1.26161 -0.30383 -1.54112
C -3.76509 2.50665 -0.41512
N -4.29466 1.11630 -0.41715
O -3.82919 0.33452 -1.25454
O -5.16258 0.84889 0.42202
H -3.01248 2.59931 -1.20100
H -4.60439 3.17928 -0.60368
H -3.32236 2.68931 0.56624
C 3.69641 -8.88309 -4.65082
N 3.55912 -7.59699 -3.91554
O 2.64250 -7.51204 -3.08994
O 4.37549 -6.70905 -4.18780
H 2.91654 -9.56861 -4.31246
H 3.58505 -8.66754 -5.71551
H 4.68680 -9.28577 -4.42852
C 4.58150 2.55939 2.91151
N 3.11505 2.79471 2.82373
O 2.53133 3.12352 3.86305
O 2.59131 2.64284 1.71394
H 4.90556 2.72835 3.94062
H 4.76783 1.52558 2.61332
H 5.06934 3.26254 2.23325
C 0.38150 5.25939 3.06151
N -1.08495 5.49471 2.97373
O -1.66867 5.82352 4.01305
O -1.60868 5.34284 1.86394
H 0.70556 5.42835 4.09062
H 0.56783 4.22558 2.76332
H 0.86934 5.96254 2.38325
C -4.81702 5.82548 2.57061
N -6.05796 5.45630 1.83759
O -6.19660 5.90914 0.69533
O -6.85781 4.72220 2.42949
H -4.20885 6.47087 1.93326
H -5.11544 6.35183 3.47963
H -4.28440 4.90109 2.80352
*
```

For the orbital gap, the calculation gives 7.2 eV.

Mulliken charges in e: O -0.506; P 0.512; S -0.136; Br -0.036; H 0.363; H 0.342; H 0.365; C -0.754; N 0.898; O -0.464; O -0.570; H 0.359; H 0.285; H 0.302; C -0.655; N 0.925; O -0.534; O -0.521; H 0.273; H 0.295; H 0.232; C -0.537; N 0.887; O -0.529; O -0.537; H 0.194; H 0.284; H 0.242; C -0.697; N 0.830; O -0.516; O -0.486; H 0.316; H 0.289; H 0.277; C -0.696; N 0.791; O -0.490; O -0.443; H 0.316; H 0.229; H 0.294; C -0.723; N 0.848; O -0.502; O -0.500; H 0.324; H 0.259; H 0.299; C -0.678; N 0.849; O -0.509; O -0.512; H 0.292; H 0.326; H 0.236

2.
The following is a quantum chemistry calculation of 2 unconnected molecules or ions with the total composition C3H14N5, from the Open Molecules 2025 dataset.

```
! RIJCOSX wB97M-V def2-TZVPD def2/J DEFGRID3
* xyz 1 1
N 2.47440 -1.73336 -0.45155
C 1.40677 -1.32534 -1.43988
C 0.22959 -0.73232 -0.68323
N -0.76204 -0.34648 -1.66548
H 2.78112 -0.93405 0.10726
H 2.11319 -2.43702 0.19253
H 3.29850 -2.10340 -0.92620
H 1.83009 -0.59105 -2.11953
H 1.12431 -2.22411 -1.98276
H -0.13046 -1.44205 0.07307
H 0.57190 0.15083 -0.14254
H -1.19402 -1.17380 -2.06235
H -1.50521 0.16824 -1.20881
N -1.07578 2.41738 0.43656
C -1.49607 1.39051 1.29867
N -0.49210 0.96696 2.18580
N -2.60988 0.78705 1.28509
H -1.87137 2.94940 0.10441
H -0.46455 3.07623 0.90674
H -0.10631 1.72827 2.73211
H -0.90240 0.29502 2.82377
H -3.21969 1.11310 0.53631
*
```

For the orbital gap, the calculation gives 8.8 eV. For the energy above the lowest of the compared OMol25 structures with the same formula, charge and spin, the calculation gives 29.8 kcal per mole.

Mulliken charges in e: N -0.307; C -0.646; C -0.418; N -0.614; H 0.356; H 0.357; H 0.359; H 0.341; H 0.385; H 0.301; H 0.392; H 0.233; H 0.292; N -0.385; C 0.173; N -0.497; N -0.650; H 0.265; H 0.252; H 0.265; H 0.269; H 0.278

3.
The following is a quantum chemistry calculation of a molecular structure, C5H9BrS2, from the Open Molecules 2025 dataset.

```
! RIJCOSX wB97M-V def2-TZVPD def2/J DEFGRID3
* xyz 0 1
C 1.29496 0.00109 1.23420
C 0.76578 1.26750 0.62151
C 0.83439 -1.31566 0.59675
C -1.45872 0.10806 -0.31366
C -0.99168 -0.03938 -1.74113
S -1.03377 1.57465 0.60120
S -1.00532 -1.40068 0.58107
Br -3.50217 0.19200 -0.08053
H 2.41550 -0.13601 1.19452
H 0.87833 -0.04464 2.30335
H 1.20853 2.24998 1.00731
H 0.99417 1.39542 -0.35391
H 1.09425 -1.38536 -0.38613
H 1.24782 -2.20696 1.14634
H -0.17606 -0.68830 -1.87537
H -0.77269 0.85620 -2.14102
H -1.79331 -0.42792 -2.39448
*
```

For the orbital gap, the calculation gives 9.0 eV. For the energy above the lowest of the compared OMol25 structures with the same formula, charge and spin, the calculation gives 0.0 kcal per mole.

Mulliken charges in e: C -0.320; C -0.825; C -0.802; C 0.241; C -1.327; S -0.004; S -0.052; Br -0.127; H 0.301; H 0.242; H 0.356; H 0.427; H 0.416; H 0.334; H 0.335; H 0.444; H 0.362

no.,maximum force (eV Å⁻¹)
1,5.06
2,0.64
3,3.74